No. 1
This record from OMol25 describes a molecular structure, C37H47N8O4PS4Sr. The level of theory is ωB97M-V with the def2-TZVPD basis set.

Values from the calculation:
**LUMO level**: 0.353 eV
**Total energy**: -112714.95567 eV
**HOMO-LUMO gap**: 6.9 eV
**Energy relative to the best compared isomer or geometry (same formula, charge and spin)**: 0.324 eV
**HOMO energy**: -6.60 eV
**Maximum force**: 0.66 eV Å⁻¹

CARTESIAN COORDINATES (ANGSTROEM)
Sr -0.08148 -0.20359 0.01514
C -1.72674 -8.29161 2.70091
C -1.34166 -6.84085 2.61398
C -1.71808 -6.06685 1.51710
C -1.33405 -4.74150 1.41137
C -0.56520 -4.16490 2.41105
C -0.18968 -4.91292 3.51658
C -0.57969 -6.24181 3.61053
S 0.00213 -2.48663 2.26875
O 0.72321 -2.21378 3.48955
O -1.17566 -1.65820 2.00428
N 0.83651 -2.42672 0.94197
C 2.20309 -2.20570 0.89811
C 3.16508 -2.72751 1.76969
C 4.48623 -2.38643 1.57354
C 4.83884 -1.54254 0.52459
C 3.82660 -1.07293 -0.28835
N 2.54392 -1.39290 -0.11541
H -2.65479 -8.48748 2.16419
H -1.85787 -8.60313 3.73696
H -0.95219 -8.92449 2.26241
H -2.32524 -6.51133 0.73555
H -1.64449 -4.15009 0.56035
H 0.40075 -4.44554 4.29216
H -0.28627 -6.82278 4.47731
H 2.86247 -3.36827 2.58493
H 5.24450 -2.77540 2.24214
H 5.86447 -1.24711 0.35594
H 4.02475 -0.38591 -1.10457
C 1.27650 -1.89887 -3.31712
C 0.42721 -0.70498 -3.60430
N -0.06833 0.08208 -2.69830
C -0.78865 1.11524 -3.26365
C -0.85186 1.08859 -4.61969
S 0.00727 -0.26467 -5.21621
C -1.32837 2.15952 -2.38563
C -1.84758 3.35627 -2.76987
S -2.20603 4.29593 -1.38616
C -1.70669 3.00021 -0.37337
N -1.27000 1.96778 -1.02722
C -1.73239 3.08365 1.11516
H 1.62928 -1.85794 -2.28633
H 2.14455 -1.91873 -3.97641
H 0.71660 -2.82332 -3.46992
H -1.34023 1.78250 -5.28263
H -1.97084 3.74822 -3.76495
H -1.97065 4.09135 1.45194
H -0.75181 2.79409 1.50276
H -2.48255 2.40156 1.52101
O 0.98928 1.26655 1.65701
N 2.29386 1.48584 1.66348
C 2.94767 1.24444 2.81971
C 4.28870 1.48248 2.95377
C 4.97865 1.99292 1.84993
C 4.30593 2.20355 0.67579
C 2.92853 1.92635 0.52773
S 2.08124 2.06750 -0.93524
H 2.31377 0.85174 3.60040
H 4.77378 1.27445 3.89561
H 6.03748 2.20726 1.91739
H 4.81107 2.57783 -0.20341
O -2.31476 -0.92393 -0.94057
P -3.51330 -1.80374 -0.88246
N -4.20109 -2.03874 0.58345
C -4.26976 -0.94468 1.56209
C -4.27190 -1.67809 2.89885
C -5.06357 -2.94472 2.58161
C -4.57618 -3.32717 1.18184
N -3.08503 -3.29384 -1.45732
C -4.06387 -4.26015 -1.96995
C -3.34473 -4.93952 -3.13517
C -1.87924 -4.86675 -2.71073
C -1.77617 -3.46789 -2.12012
N -4.71000 -1.14132 -1.80822
C -6.14137 -1.10752 -1.50644
C -6.62539 0.12850 -2.25916
C -5.75087 0.11220 -3.51266
C -4.38401 -0.30215 -2.97286
H -5.18388 -0.35091 1.42951
H -3.40869 -0.28533 1.45243
H -4.71228 -1.08573 3.70021
H -3.24300 -1.92175 3.16109
H -6.13315 -2.72112 2.55613
H -4.90366 -3.74845 3.29924
H -5.36477 -3.81806 0.60400
H -3.72003 -3.99943 1.23371
H -4.98120 -3.75399 -2.28011
H -4.32649 -4.99215 -1.19824
H -3.49077 -4.36074 -4.05038
H -3.70268 -5.95264 -3.31272
H -1.18156 -5.02048 -3.53364
H -1.66529 -5.61459 -1.94235
H -1.64679 -2.71746 -2.90760
H -0.94933 -3.35239 -1.41872
H -6.31450 -1.05290 -0.43265
H -6.65387 -2.00495 -1.87778
H -6.41788 1.02354 -1.66797
H -7.69306 0.09751 -2.47260
H -5.71595 1.06871 -4.03240
H -6.12490 -0.64005 -4.21137
H -3.79418 0.56214 -2.65528
H -3.79147 -0.85049 -3.71013


No. 2
This record from OMol25 describes a molecular structure, C37H48BCrN9OS4 in a non-equilibrium geometry. The level of theory is ωB97M-V with the def2-TZVPD basis set.

Values from the calculation:
**LUMO level (spin up / spin down)**: -9.028 / -9.474 eV
**Total energy**: -127027.13839 eV
**Total charge**: +3
**HOMO-LUMO gap (spin up / spin down)**: 6.8 / 6.4 eV
**Energy relative to the best compared isomer or geometry (same formula, charge and spin)**: 0.693 eV
**HOMO energy (spin up / spin down)**: -15.87 / -15.91 eV
**Multiplicity**: 4
**Maximum force**: 1.29 eV Å⁻¹

CARTESIAN COORDINATES (ANGSTROEM)
Cr 0.76026 1.57441 -2.40583
C 4.56903 1.07341 1.38587
C 3.28182 0.30897 1.49624
C 3.04974 -0.66009 2.41985
C 1.80581 -1.35686 2.49375
N 0.85021 -1.10877 1.63841
N 1.10727 -0.15330 0.71987
B -0.07434 0.10216 -0.16825
N -0.67950 -1.11623 -0.82902
N -1.72507 -1.57044 -0.12220
C -2.34139 -2.62843 -0.59305
C -1.85728 -3.27509 -1.76024
C -0.79971 -2.78495 -2.47331
C -0.30143 -3.40868 -3.74332
C -0.23306 -1.59001 -1.98190
S 0.97739 -0.70195 -2.85970
C -3.58069 -3.07257 0.18105
C -4.51263 -1.86074 0.33299
C -3.14424 -3.56538 1.56859
C -4.31956 -4.19118 -0.55079
N -1.05218 1.10421 0.32596
N -1.01752 1.29575 1.66372
C -2.03694 1.91646 2.18178
C -3.11783 2.35723 1.35292
C -3.11939 2.18787 0.00243
C -4.23387 2.66414 -0.88494
C -1.96856 1.56135 -0.52971
S -1.63484 1.31271 -2.20462
C -2.05012 2.14277 3.68329
C -0.90891 1.38493 4.36153
C -3.39103 1.64973 4.25081
C -1.89276 3.65451 3.92175
C 2.21598 0.55163 0.59645
S 2.34770 1.72151 -0.66270
C 1.56340 -2.38504 3.58354
C 2.64281 -3.47601 3.47902
C 0.17752 -3.00941 3.44780
C 1.66980 -1.67067 4.94278
H 5.25513 0.78735 2.17961
H 4.39399 2.14905 1.45487
H 5.05119 0.88567 0.42282
H 3.83204 -0.91860 3.12303
H -2.36867 -4.15791 -2.12228
H -0.86688 -4.30686 -3.97871
H 0.75347 -3.67617 -3.65817
H -0.39224 -2.71061 -4.57818
H -4.01323 -1.04301 0.85791
H -5.38999 -2.15188 0.91192
H -4.85871 -1.49817 -0.63996
H -2.65308 -2.76824 2.12750
H -2.45987 -4.41372 1.49551
H -4.02232 -3.89146 2.12816
H -4.64426 -3.89283 -1.55168
H -5.21505 -4.44601 0.01638
H -3.72128 -5.10236 -0.62951
H -3.96196 2.85077 1.82291
H -5.17076 2.70154 -0.33095
H -4.37243 2.01556 -1.74944
H -4.02345 3.67270 -1.24977
H -0.99685 0.30569 4.20083
H -0.94858 1.57515 5.43498
H 0.06973 1.70425 3.99487
H -3.58282 0.60572 3.98776
H -4.23815 2.25391 3.91895
H -3.35954 1.71809 5.33875
H -0.91874 4.01079 3.57729
H -1.96971 3.86246 4.99019
H -2.67232 4.23502 3.42012
H 2.66561 -3.92485 2.48259
H 2.41566 -4.26770 4.19432
H 3.64271 -3.10879 3.71992
H 0.11987 -3.67933 2.58450
H -0.59781 -2.25041 3.33865
H -0.03985 -3.59288 4.34317
H 2.64179 -1.19150 5.08686
H 1.54761 -2.40370 5.74134
H 0.89168 -0.91213 5.05618
N 3.51900 2.35034 -5.42885
C 4.40931 1.49850 -4.77028
C 5.69370 1.09134 -5.11668
C 6.29766 0.19683 -4.26332
C 5.63388 -0.27539 -3.11621
C 4.36422 0.14358 -2.78364
C 3.74509 1.06344 -3.63274
N 2.46651 1.68334 -3.60881
C 2.39997 2.41019 -4.71424
C 1.15762 3.08911 -5.04920
C 0.83542 3.91398 -6.06931
S -0.80114 4.36032 -5.94228
C -0.96611 3.43491 -4.54202
N 0.12908 2.81517 -4.16647
H 3.69024 2.82187 -6.30361
H 6.18958 1.45054 -6.00969
H 7.29561 -0.15817 -4.48326
H 6.13534 -0.99513 -2.48213
H 3.86628 -0.24889 -1.91025
H 1.45637 4.27721 -6.87547
H -1.90734 3.34978 -4.01668
O 0.40384 3.54558 -1.51452
H 0.09282 4.28858 -2.04820
H 1.04527 3.89040 -0.87615